{"formula": "C73H176N10O21", "method": "ωB97M-V/def2-TZVPD", "species": ["C", "C", "O", "C", "H", "H", "H", "H", "H", "H", "C", "C", "O", "C", "H", "H", "H", "H", "H", "H", "C", "C", "O", "C", "H", "H", "H", "H", "H", "H", "C", "C", "O", "C", "H", "H", "H", "H", "H", "H", "C", "C", "O", "C", "H", "H", "H", "H", "H", "H", "C", "C", "O", "C", "H", "H", "H", "H", "H", "H", "C", "C", "O", "C", "H", "H", "H", "H", "H", "H", "C", "C", "O", "C", "H", "H", "H", "H", "H", "H", "C", "C", "O", "C", "H", "H", "H", "H", "H", "H", "C", "C", "O", "C", "H", "H", "H", "H", "H", "H", "C", "C", "O", "C", "H", "H", "H", "H", "H", "H", "C", "C", "C", "O", "C", "N", "H", "H", "H", "H", "H", "H", "H", "H", "H", "H", "H", "C", "C", "C", "O", "C", "N", "H", "H", "H", "H", "H", "H", "H", "H", "H", "H", "H", "C", "C", "C", "O", "C", "N", "H", "H", "H", "H", "H", "H", "H", "H", "H", "H", "H", "C", "C", "C", "O", "C", "N", "H", "H", "H", "H", "H", "H", "H", "H", "H", "H", "H", "C", "C", "C", "O", "C", "N", "H", "H", "H", "H", "H", "H", "H", "H", "H", "H", "H", "C", "C", "C", "O", "C", "N", "H", "H", "H", "H", "H", "H", "H", "H", "H", "H", "H", "C", "C", "C", "O", "C", "N", "H", "H", "H", "H", "H", "H", "H", "H", "H", "H", "H", "C", "C", "C", "O", "C", "N", "H", "H", "H", "H", "H", "H", "H", "H", "H", "H", "H", "C", "C", "C", "O", "C", "N", "H", "H", "H", "H", "H", "H", "H", "H", "H", "H", "H", "C", "C", "C", "O", "C", "N", "H", "H", "H", "H", "H", "H", "H", "H", "H", "H", "H"], "xyz": [[11.834, 25.749, 16.198], [11.180, 25.067, 17.330], [11.605, 25.189, 18.484], [10.014, 24.157, 16.983], [11.116, 26.318, 15.558], [12.305, 24.966, 15.562], [12.609, 26.470, 16.472], [10.474, 23.163, 16.853], [9.537, 24.400, 16.029], [9.236, 24.054, 17.690], [8.521, 15.591, 18.765], [9.548, 16.550, 18.203], [9.670, 16.659, 17.047], [10.253, 17.368, 19.225], [8.003, 15.048, 17.969], [7.837, 16.172, 19.424], [8.995, 14.970, 19.509], [11.157, 16.846, 19.641], [9.654, 17.696, 20.083], [10.773, 18.220, 18.778], [10.494, 23.467, 21.308], [9.754, 22.202, 20.810], [8.676, 21.933, 21.310], [10.510, 21.409, 19.791], [11.361, 23.165, 21.936], [9.754, 24.103, 21.797], [10.840, 24.011, 20.464], [10.496, 21.827, 18.815], [9.956, 20.488, 19.746], [11.510, 21.174, 20.064], [14.882, 23.122, 21.041], [14.484, 23.393, 22.473], [13.513, 22.907, 23.029], [15.337, 24.439, 23.174], [15.088, 24.027, 20.461], [14.151, 22.551, 20.528], [15.753, 22.436, 21.013], [15.001, 24.625, 24.183], [15.321, 25.264, 22.505], [16.363, 24.056, 23.209], [15.644, 20.363, 14.094], [17.110, 20.558, 14.377], [17.532, 21.717, 14.628], [18.061, 19.411, 14.536], [15.018, 21.212, 14.240], [15.328, 19.578, 14.821], [15.509, 19.893, 13.108], [18.164, 18.824, 13.590], [17.665, 18.752, 15.302], [19.007, 19.868, 14.796], [17.872, 14.492, 19.904], [16.898, 15.416, 20.540], [16.290, 15.067, 21.519], [16.615, 16.668, 19.815], [18.701, 15.112, 19.577], [17.436, 13.946, 19.002], [18.132, 13.748, 20.656], [16.328, 16.575, 18.767], [17.497, 17.318, 19.844], [15.810, 17.192, 20.388], [15.256, 26.383, 19.287], [15.206, 27.416, 18.165], [14.601, 27.188, 17.162], [15.956, 28.732, 18.402], [16.012, 25.587, 19.063], [14.276, 25.870, 19.343], [15.541, 26.937, 20.181], [15.343, 29.245, 19.178], [16.141, 29.318, 17.485], [16.924, 28.561, 18.888], [11.596, 23.736, 12.563], [12.376, 22.560, 12.934], [12.933, 22.561, 14.016], [12.648, 21.414, 11.975], [10.741, 23.392, 12.023], [12.190, 24.254, 11.787], [11.353, 24.301, 13.462], [12.297, 20.447, 12.429], [13.728, 21.421, 11.779], [12.148, 21.537, 10.995], [15.318, 24.211, 15.794], [16.199, 23.628, 16.874], [15.693, 22.915, 17.737], [17.644, 24.049, 16.882], [15.918, 24.395, 14.867], [14.977, 25.198, 16.063], [14.494, 23.585, 15.628], [18.218, 23.327, 16.329], [17.961, 24.186, 17.945], [17.796, 24.999, 16.373], [18.484, 19.386, 22.786], [17.406, 20.464, 22.620], [17.517, 21.616, 22.952], [16.042, 19.826, 22.200], [19.450, 19.793, 23.023], [18.637, 18.822, 21.873], [18.143, 18.673, 23.561], [15.237, 20.503, 22.054], [15.696, 19.086, 22.919], [16.151, 19.239, 21.258], [13.673, 17.116, 23.070], [13.282, 16.343, 21.857], [13.220, 16.757, 20.734], [13.097, 14.853, 22.099], [13.588, 18.188, 23.028], [14.724, 16.758, 23.139], [13.142, 16.815, 23.973], [14.055, 14.381, 22.109], [12.620, 14.351, 21.234], [12.679, 14.572, 23.102], [16.040, 23.411, 11.974], [17.302, 24.276, 12.265], [18.627, 23.604, 12.113], [19.639, 24.445, 12.599], [19.813, 24.496, 14.008], [17.188, 25.484, 11.440], [16.153, 22.548, 12.599], [16.060, 23.140, 10.879], [15.104, 23.978, 12.200], [17.206, 24.682, 13.294], [18.783, 23.564, 11.036], [18.630, 22.633, 12.596], [19.982, 23.450, 14.367], [18.998, 25.033, 14.518], [20.760, 24.990, 14.155], [18.049, 25.976, 11.549], [17.045, 25.191, 10.472], [17.700, 19.753, 18.019], [18.567, 20.432, 19.139], [19.977, 20.754, 18.568], [20.636, 21.424, 19.573], [22.048, 21.424, 19.552], [17.831, 21.537, 19.734], [17.543, 20.461, 17.214], [16.774, 19.329, 18.501], [18.179, 18.814, 17.631], [18.658, 19.756, 19.943], [19.969, 21.399, 17.688], [20.425, 19.767, 18.344], [22.382, 21.962, 18.646], [22.572, 20.380, 19.642], [22.304, 21.938, 20.462], [17.354, 22.139, 19.060], [18.482, 22.205, 20.238], [8.960, 20.172, 16.401], [9.716, 20.234, 15.052], [9.494, 19.037, 14.203], [10.486, 18.929, 13.162], [10.296, 17.860, 12.233], [9.277, 21.386, 14.203], [9.243, 19.223, 16.906], [7.941, 20.041, 16.155], [9.177, 21.055, 17.030], [10.760, 20.394, 15.272], [8.502, 18.991, 13.722], [9.471, 18.146, 14.928], [10.970, 17.863, 11.399], [9.260, 17.965, 11.877], [10.394, 16.886, 12.741], [9.507, 22.310, 14.668], [8.260, 21.450, 14.322], [10.014, 17.094, 23.601], [9.610, 18.564, 23.504], [10.842, 19.455, 23.638], [11.452, 19.101, 24.909], [12.580, 19.934, 25.200], [8.862, 18.839, 22.285], [10.496, 16.822, 22.665], [9.228, 16.325, 23.783], [10.632, 16.983, 24.481], [8.960, 18.735, 24.371], [10.562, 20.524, 23.726], [11.554, 19.330, 22.745], [13.380, 19.787, 24.484], [12.975, 19.617, 26.144], [12.280, 20.997, 25.202], [8.696, 19.826, 22.188], [7.937, 18.417, 22.296], [8.766, 14.296, 14.236], [9.145, 12.986, 13.591], [9.118, 13.104, 12.029], [9.217, 11.773, 11.530], [9.114, 11.611, 10.135], [10.401, 12.501, 14.115], [7.738, 14.599, 14.080], [9.345, 15.167, 13.883], [8.915, 14.164, 15.278], [8.387, 12.229, 13.884], [9.961, 13.784, 11.665], [8.094, 13.519, 11.691], [10.032, 11.962, 9.641], [8.256, 12.241, 9.766], [8.904, 10.596, 9.866], [10.595, 11.573, 13.782], [11.169, 13.162, 13.921], [13.830, 20.150, 18.467], [13.675, 20.589, 16.955], [13.271, 19.351, 16.171], [14.201, 18.344, 16.218], [13.689, 17.095, 16.670], [12.580, 21.591, 16.907], [14.498, 19.270, 18.467], [12.844, 19.911, 18.896], [14.226, 20.860, 19.147], [14.637, 21.031, 16.611], [12.994, 19.506, 15.108], [12.324, 19.069, 16.751], [12.704, 16.934, 16.236], [13.590, 17.101, 17.805], [14.363, 16.293, 16.374], [12.645, 22.189, 16.072], [12.609, 22.350, 17.632], [12.369, 15.327, 9.094], [12.988, 13.944, 9.126], [13.195, 13.323, 7.728], [13.686, 11.996, 7.844], [12.775, 10.853, 8.052], [14.211, 14.136, 9.885], [11.458, 15.418, 8.494], [13.023, 16.122, 8.747], [12.160, 15.569, 10.134], [12.317, 13.279, 9.683], [13.962, 13.848, 7.213], [12.218, 13.401, 7.285], [11.862, 10.973, 7.460], [12.525, 10.712, 9.078], [13.301, 9.993, 7.742], [14.750, 14.901, 9.470], [14.878, 13.348, 9.887], [14.868, 12.281, 19.407], [14.560, 12.828, 18.036], [13.172, 13.344, 18.016], [12.196, 12.338, 18.224], [10.941, 12.896, 18.303], [15.377, 13.953, 17.646], [14.475, 13.061, 20.061], [15.880, 12.216, 19.687], [14.476, 11.275, 19.580], [14.675, 12.116, 17.253], [12.991, 13.810, 17.023], [13.087, 14.066, 18.826], [10.960, 13.575, 19.178], [10.232, 12.122, 18.621], [10.632, 13.501, 17.423], [15.078, 14.725, 18.252], [15.140, 14.191, 16.682], [14.866, 11.604, 13.574], [14.727, 13.030, 14.078], [16.052, 13.750, 14.141], [15.671, 14.961, 14.736], [16.587, 15.894, 15.177], [13.844, 13.703, 13.207], [13.933, 11.082, 13.478], [15.484, 11.098, 14.359], [15.418, 11.522, 12.666], [14.216, 12.869, 15.030], [16.522, 13.948, 13.177], [16.835, 13.239, 14.699], [17.131, 15.491, 16.029], [16.006, 16.785, 15.520], [17.213, 16.086, 14.283], [14.182, 13.715, 12.236], [13.676, 14.685, 13.496], [17.316, 18.725, 10.509], [16.668, 17.261, 10.533], [15.775, 17.131, 11.781], [14.759, 18.126, 11.797], [13.796, 17.764, 12.747], [15.756, 17.002, 9.384], [18.009, 18.825, 9.676], [17.801, 18.879, 11.508], [16.528, 19.459, 10.389], [17.392, 16.443, 10.525], [16.356, 17.337, 12.705], [15.324, 16.153, 11.801], [14.323, 17.584, 13.641], [13.282, 16.851, 12.500], [13.035, 18.561, 12.731], [15.070, 17.721, 9.313], [16.156, 16.834, 8.492]], "lowdin_charge": [-0.02, -0.47, 0.04, -0.02, 0.10, 0.08, 0.06, 0.06, 0.08, 0.07, -0.02, -0.55, 0.08, -0.02, 0.08, 0.09, 0.06, 0.08, 0.06, 0.06, 0.00, -0.46, 0.04, -0.01, 0.07, 0.08, 0.03, 0.04, 0.07, 0.06, -0.01, -0.47, 0.04, -0.01, 0.06, 0.05, 0.07, 0.08, 0.06, 0.08, 0.00, -0.42, 0.00, -0.01, 0.06, 0.08, 0.09, 0.08, 0.06, 0.09, -0.03, -0.53, 0.07, -0.02, 0.08, 0.09, 0.09, 0.08, 0.08, 0.08, -0.01, -0.49, 0.05, -0.02, 0.09, 0.09, 0.07, 0.10, 0.09, 0.08, -0.01, -0.50, 0.01, 0.01, 0.08, 0.11, 0.08, 0.07, 0.08, 0.09, 0.02, -0.46, 0.03, -0.02, 0.09, 0.06, 0.03, 0.05, 0.09, 0.07, -0.02, -0.46, 0.07, -0.01, 0.07, 0.05, 0.10, 0.05, 0.06, 0.07, -0.02, -0.52, 0.04, -0.02, 0.05, 0.11, 0.09, 0.05, 0.08, 0.10, -0.04, -0.45, -0.21, -0.19, -0.09, 0.04, 0.03, 0.09, 0.09, 0.11, 0.13, 0.11, 0.10, 0.07, 0.08, 0.06, 0.07, -0.04, -0.39, -0.22, -0.21, -0.11, 0.07, 0.06, 0.07, 0.08, 0.08, 0.12, 0.13, 0.09, 0.12, 0.07, 0.04, 0.11, -0.03, -0.42, -0.20, -0.22, -0.10, 0.04, 0.07, 0.06, 0.07, 0.10, 0.13, 0.13, 0.07, 0.09, 0.07, 0.07, 0.07, -0.06, -0.43, -0.17, -0.22, -0.09, 0.05, 0.06, 0.09, 0.06, 0.14, 0.13, 0.15, 0.06, 0.08, 0.09, 0.04, 0.08, -0.07, -0.45, -0.19, -0.22, -0.11, 0.05, 0.08, 0.07, 0.05, 0.15, 0.13, 0.14, 0.07, 0.10, 0.08, 0.06, 0.07, -0.02, -0.37, -0.25, -0.23, -0.07, 0.06, 0.06, 0.06, 0.04, 0.11, 0.12, 0.14, 0.09, 0.11, 0.04, 0.03, 0.09, -0.07, -0.43, -0.19, -0.20, -0.05, 0.03, 0.08, 0.06, 0.07, 0.13, 0.12, 0.11, 0.09, 0.06, 0.07, 0.04, 0.09, -0.02, -0.44, -0.23, -0.16, -0.14, 0.08, 0.07, 0.05, 0.10, 0.13, 0.14, 0.11, 0.07, 0.10, 0.09, 0.07, 0.04, -0.05, -0.47, -0.18, -0.26, -0.12, 0.05, 0.07, 0.09, 0.06, 0.12, 0.13, 0.13, 0.09, 0.08, 0.09, 0.05, 0.08, -0.03, -0.34, -0.21, -0.20, -0.09, 0.04, 0.07, 0.06, 0.06, 0.13, 0.11, 0.10, 0.06, 0.08, 0.08, 0.06, 0.06], "homo_lumo_gap_ev": 9.095, "e_homo_ev": -8.685, "total_charge": 0, "total_energy_ha": -5014.31936}